# 1
CH5N4S | the ωB97M-V functional and the def2-TZVPD basis

Each line ends with the Löwdin charge.
CARTESIAN COORDINATES (ANGSTROEM)
S1 0.90 1.71 0.59  0.984
H1 1.77 -1.46 0.26  0.119
H2 -2.39 0.69 -2.31  0.160
N1 -1.76 -0.01 -1.88  0.111
C1 -0.32 0.98 -0.26  -0.426
H3 -2.46 -0.71 -1.73  0.133
N2 0.70 -0.07 1.22  -0.367
N3 -0.97 0.40 -1.01  0.009
H4 2.41 -0.71 1.75  0.116
H5 0.45 0.10 2.28  0.162
N4 1.68 -0.92 1.10  -0.001

For the energy relative to the best compared isomer or geometry (same formula, charge and spin), the calculation gives 266.06 kJ/mol. The gap between HOMO and LUMO comes out at 9.227 eV. As for the charge: +1. For the largest force on an atom, the calculation gives 5.7 eV/A. The HOMO energy is -13.8 eV. As for the total energy: -17901.8253 eV.

# 2
C26H41N5NiOP2S | the ωB97M-V functional and the def2-TZVPD basis

Each line ends with the Mulliken spin population.
CARTESIAN COORDINATES (ANGSTROEM)
H1 3.89 1.47 2.12  0.000
H2 0.69 1.46 3.42  0.001
H3 0.62 -5.87 3.11  0.000
C1 1.47 -2.38 -1.53  0.011
H4 -2.04 3.21 1.26  -0.001
C2 -4.80 -1.98 -1.38  0.000
H5 2.14 -2.42 -2.39  0.003
H6 -2.65 -1.97 -1.42  -0.005
N1 0.39 -1.29 3.69  0.001
H7 0.00 2.55 1.66  -0.006
H8 3.66 4.08 0.50  0.000
C3 1.01 3.61 -1.44  0.015
C4 -4.64 0.24 0.23  -0.001
S1 2.99 1.20 -0.11  0.004
H9 5.62 -1.19 -1.38  0.000
C5 4.59 -0.91 -1.14  0.000
H10 4.45 3.89 2.07  0.000
C6 -0.04 -0.41 2.76  0.009
C7 -0.80 -1.84 -3.09  0.011
C8 -0.23 1.05 3.02  0.006
C9 0.40 -4.87 2.77  0.000
H11 2.03 -2.17 -0.63  -0.003
P1 0.23 -1.07 -1.78  0.067
C10 4.21 3.38 1.13  0.000
H12 5.29 1.03 -0.50  0.001
N2 -4.21 1.28 1.03  0.001
C11 -0.44 -3.44 1.01  -0.002
H13 0.77 2.10 -3.73  0.000
H14 -4.81 1.90 1.54  0.000
C12 0.33 -2.55 3.13  0.004
H15 -2.51 2.41 -2.08  0.001
H16 -1.95 3.82 -1.16  -0.001
N3 -0.35 -1.00 1.63  0.065
H17 -1.23 -2.77 -2.75  -0.001
H18 -1.50 3.65 -2.86  0.002
C13 -5.90 -0.24 -0.09  -0.001
H19 0.97 -3.33 -1.42  0.001
H20 -0.90 -3.29 0.04  0.001
C14 -2.86 1.28 0.99  -0.012
C15 -0.16 -4.70 1.50  0.001
H21 4.86 -0.06 0.83  0.000
H22 0.78 4.27 -2.27  0.003
H23 -0.67 1.08 -3.55  -0.002
H24 -2.41 2.36 2.77  0.000
H25 0.92 4.17 -0.51  0.000
C16 -1.68 3.10 -1.94  0.005
N4 -0.62 1.75 1.78  0.083
H26 2.42 2.40 1.85  0.000
P2 -0.16 2.19 -1.47  0.066
H27 -1.01 1.17 3.78  0.000
C17 -2.00 2.23 1.75  0.002
C18 -3.55 -1.49 -1.07  0.011
C19 4.59 0.26 -0.17  0.002
H28 4.08 -0.67 -2.07  0.000
H29 1.40 -0.33 -3.78  0.000
H30 -0.38 -5.57 0.91  0.000
H31 0.67 -1.08 4.64  0.000
H32 4.12 -1.78 -0.69  0.000
H33 -6.80 0.23 0.27  0.000
H34 -4.90 -2.85 -2.00  0.000
H35 -6.92 -1.77 -1.18  0.000
N5 -2.38 0.34 0.21  0.080
O1 1.88 0.28 0.32  0.014
Ni1 -0.29 0.34 0.04  1.543
H36 -1.60 -1.17 -3.40  -0.001
C20 0.64 -3.81 3.61  -0.001
C21 -0.15 -2.35 1.82  0.001
C22 3.39 2.14 1.43  0.000
H37 1.04 -3.95 4.61  0.000
C23 -3.47 -0.36 -0.27  0.003
C24 0.27 1.39 -3.07  0.007
H38 2.06 0.44 -2.33  -0.002
C25 1.14 0.16 -2.84  0.013
C26 -5.96 -1.36 -0.90  0.001
H39 2.04 3.26 -1.54  -0.002
H40 -0.16 -2.05 -3.95  0.003
H41 5.14 3.13 0.64  0.000

The gap between HOMO and LUMO (alpha / beta) comes out at 8.965 / 8.865 eV. As for the charge: +2. Its expectation value of S² is 2.0075. For the largest force on an atom, the calculation gives 1.7 eV/A. The spin multiplicity is 3. The HOMO energy (alpha / beta) is -13.6 / -13.6 eV. As for the total energy: -107572.0473 eV.

# 3
C43H64BiIN3O3 | the ωB97M-V functional and the def2-TZVPD basis

Each line ends with the Löwdin charge.
CARTESIAN COORDINATES (ANGSTROEM)
H1 6.01 0.56 0.63  0.079
C1 -0.13 -1.65 -0.70  -0.095
C2 4.39 0.66 -0.80  -0.545
H2 -2.34 4.62 2.21  0.089
N1 -2.25 -1.31 3.04  -0.303
C3 -1.85 -2.66 2.63  -0.190
O1 2.08 0.14 0.96  -0.280
H3 -3.37 -2.01 4.67  0.089
C4 -1.50 2.31 3.32  -0.213
H4 6.51 -3.75 -1.95  0.094
H5 -2.77 -0.39 4.83  0.042
H6 3.73 -5.86 -3.08  0.073
H7 2.31 4.27 2.00  0.101
H8 -2.34 2.64 0.70  0.040
H9 -0.09 -2.60 -1.30  0.139
C5 5.63 -4.05 -2.57  -0.085
N2 -0.21 -1.90 0.78  -0.220
H10 0.73 -0.94 -0.76  0.131
H11 5.42 -3.34 -3.39  0.078
C6 -1.47 4.79 2.87  -0.045
C7 -3.84 -2.41 -4.51  -0.061
H12 -4.18 1.07 -2.89  0.096
H13 5.83 1.75 -1.87  0.095
H14 5.10 0.42 -2.91  0.093
H15 5.40 2.24 0.45  0.085
C8 -3.34 -0.86 -2.61  -0.172
H16 -2.97 -0.62 1.24  0.075
H17 -3.06 4.26 0.06  0.102
H18 -1.57 1.77 4.25  0.006
C9 -1.02 6.08 3.12  -0.046
H19 6.36 0.00 -1.68  0.079
H20 -1.11 -2.99 3.33  0.108
H21 -1.28 -3.79 0.84  0.132
H22 -5.91 -0.11 -3.07  0.080
H23 -2.95 -2.98 -4.12  0.084
H24 2.31 -4.18 -0.03  0.092
H25 1.19 -2.10 2.38  0.045
H26 -6.36 -1.38 -4.34  0.098
H27 5.90 -4.99 -3.09  0.080
C10 0.59 5.15 4.68  -0.057
H28 4.91 -6.29 -1.38  0.082
C11 4.29 -1.77 -1.20  0.019
C12 1.01 -2.51 1.36  -0.173
C13 2.78 -3.24 -0.17  0.003
C14 5.50 0.67 -1.89  -0.089
N3 1.15 8.58 4.35  0.116
H29 4.57 1.02 1.38  0.082
C15 -1.47 0.43 -0.81  -0.299
C16 2.29 3.18 2.03  -0.107
H30 -0.85 2.83 -2.60  0.091
C17 -2.54 -1.32 4.48  -0.099
C18 -2.57 1.11 -1.44  -0.078
C19 4.38 -4.31 -1.71  -0.528
C20 -3.78 3.28 -2.25  -0.078
C21 -2.30 -1.57 -2.01  -0.005
H31 -4.53 -3.07 -5.07  0.086
O2 -0.70 1.10 0.07  -0.315
H32 -4.43 -3.40 -2.07  0.084
C22 4.75 -5.44 -0.69  -0.037
H33 2.58 1.86 -0.56  0.060
C23 -5.56 -0.70 -3.92  -0.083
C24 -4.50 -1.62 -3.39  -0.547
H34 3.81 2.61 -1.48  0.076
C25 0.07 3.94 4.51  -0.088
H35 5.11 -1.62 -1.96  0.104
H36 2.79 1.28 -2.18  0.109
C26 3.36 1.64 -1.29  -0.054
H37 -4.76 3.03 -1.92  0.065
H38 3.98 -5.76 -0.07  0.046
C27 2.28 -2.16 0.60  -0.134
C28 -2.68 2.63 -1.38  -0.517
H39 -0.62 3.20 -0.86  0.079
C29 3.80 -0.68 -0.49  -0.098
H40 -4.00 2.76 0.36  0.079
H41 -3.64 0.16 2.74  0.073
C30 -3.47 0.47 -2.28  -0.003
H42 5.57 -5.20 -0.04  0.084
C31 3.81 -3.06 -1.10  -0.190
H43 -4.22 -1.39 2.24  0.085
C32 -3.35 -0.75 2.26  -0.081
H44 -3.51 -1.78 -5.29  0.062
C33 -3.04 3.13 0.04  -0.063
H45 3.33 -4.21 -3.64  0.085
C34 5.14 1.18 0.45  -0.052
H46 -2.12 -2.66 -2.22  0.121
H47 0.38 3.09 5.04  0.076
H48 -5.27 0.02 -4.73  0.099
H49 -3.68 3.07 -3.35  0.102
C35 -1.42 -2.74 1.16  -0.143
H50 -1.61 -1.67 4.94  0.040
H51 -5.99 -3.07 -2.81  0.070
C36 2.70 -0.84 0.39  -0.353
H52 2.45 2.93 3.05  0.074
H53 2.40 -4.99 -2.31  0.058
H54 -1.54 6.93 2.67  0.114
C37 0.06 6.27 3.99  -0.258
C38 -0.97 3.66 3.60  -0.331
H55 0.89 -3.57 1.28  0.106
H56 -1.41 4.35 -1.90  0.082
H57 3.09 2.82 1.40  0.059
I1 1.28 -0.32 4.96  -0.227
O3 1.08 2.61 1.58  -0.252
C39 -1.32 3.26 -1.71  -0.048
H58 -2.54 2.33 2.86  0.045
C40 -1.37 -0.91 -1.15  -0.165
H59 0.42 3.14 2.04  0.024
H60 -3.78 4.31 -2.00  0.062
C41 -5.13 -2.59 -2.35  -0.047
C42 0.61 7.58 4.15  -0.216
C43 3.35 -4.87 -2.77  -0.042
Bi1 0.10 0.39 2.04  1.712
H61 -5.53 -2.15 -1.48  0.067
H62 -2.24 -2.40 0.58  0.078
H63 -2.69 -3.31 2.72  0.109
H64 1.47 5.25 5.37  0.137

The gap between HOMO and LUMO comes out at 6.663 eV. As for the charge: -1. For the largest force on an atom, the calculation gives 3.6 eV/A. The HOMO energy is -4.5 eV. As for the total energy: -70184.0793 eV.